# 1
Computed, not measured: a structure of composition C45H61Cl2HgN3O3S3, with ωB97M-V with the def2-TZVPD basis set.

Each line ends with the Mulliken spin population.
Element x y z (Å)
1 Hg -0.030 1.263 -0.085  0.00
2 Cl 3.169 0.593 -0.759  0.01
3 Cl 2.599 5.970 -1.557  0.00
4 S 1.213 3.387 -0.705  0.01
5 S 0.759 1.430 3.247  0.00
6 S -1.982 3.013 1.207  0.00
7 O 1.355 0.797 2.032  0.00
8 O -0.689 0.966 -2.330  0.13
9 O -1.583 -0.374 1.523  0.06
10 N -3.287 1.145 -0.081  0.00
11 N -2.876 3.044 -1.327  0.00
12 N 0.002 -0.867 -0.520  0.35
13 C 2.892 -4.133 3.866  0.01
14 C 2.665 3.361 2.764  0.00
15 C 0.567 2.013 -4.838  0.00
16 C 1.442 -3.112 2.048  0.00
17 C -3.153 -2.562 3.063  0.00
18 C -1.721 1.015 -5.122  0.00
19 C 0.717 -1.550 -4.515  0.12
20 C 5.570 3.417 -2.135  0.00
21 C 0.272 -1.147 -1.806  0.00
22 C 1.840 0.841 4.595  0.00
23 C -1.669 -3.183 4.959  0.00
24 C 0.595 4.158 3.701  0.00
25 C 1.052 -2.570 -3.610  -0.04
26 C 3.724 2.149 -1.254  0.00
27 C 0.382 -3.034 2.963  0.06
28 C 0.147 0.313 -6.598  0.00
29 C 5.030 2.218 -1.713  0.00
30 C 0.817 -2.354 -2.270  0.04
31 C -0.759 -1.344 1.660  0.04
32 C 2.875 -5.128 1.585  0.00
33 C 3.037 -4.069 -3.355  0.00
34 C -2.196 4.299 -1.603  0.00
35 C 2.314 5.728 3.054  0.00
36 C -2.722 2.357 -0.175  0.00
37 C -0.211 0.725 -5.169  -0.01
38 C 1.403 3.117 3.284  0.00
39 C 2.885 3.287 -1.192  0.00
40 C 1.673 -3.899 -4.042  -0.01
41 C 1.884 -3.986 -5.556  0.01
42 C 1.285 -2.469 0.835  0.02
43 C 0.196 -1.627 0.602  -0.01
44 C 1.059 5.460 3.586  0.00
45 C -2.003 -0.788 4.433  0.00
46 C 4.798 4.563 -2.079  0.00
47 C 0.747 -5.053 -3.626  0.00
48 C -0.718 -2.210 2.799  -0.01
49 C 0.136 -0.351 -4.137  -0.02
50 C -0.126 -0.110 -2.758  0.18
51 C 3.928 -2.889 1.989  0.00
52 C 2.776 7.144 2.853  0.00
53 C 3.121 4.662 2.659  0.00
54 C -1.864 -2.188 3.813  0.00
55 C 3.500 4.491 -1.609  0.00
56 C 2.759 -3.815 2.373  -0.01
57 C -3.811 0.428 -1.227  0.01
58 H 2.067 -2.518 0.086  0.01
59 H -0.757 -2.964 5.519  0.00
60 H 0.944 -3.840 -6.090  0.00
61 H 4.863 -3.245 2.431  0.00
62 H 0.923 -1.709 -5.563  0.02
63 H 3.832 -5.617 1.790  0.00
64 H -3.300 -1.875 2.231  0.00
65 H 2.909 7.330 1.787  0.00
66 H -2.731 4.817 -2.399  0.00
67 H 0.362 2.334 -3.819  0.00
68 H 2.272 -4.972 -5.817  0.00
69 H 5.187 5.520 -2.400  0.00
70 H -1.162 4.137 -1.913  0.00
71 H -2.515 -3.105 5.645  0.00
72 H 3.703 -3.247 -3.620  0.00
73 H 1.737 -0.243 4.630  0.00
74 H 1.219 0.135 -6.700  0.00
75 H 2.867 1.118 4.367  0.00
76 H 2.785 -3.227 4.466  0.00
77 H -1.618 -4.211 4.596  0.00
78 H 3.738 7.322 3.338  0.00
79 H 0.419 6.283 3.881  0.00
80 H -1.979 1.805 -5.834  0.00
81 H 4.097 4.854 2.230  0.00
82 H 1.199 -6.019 -3.866  0.00
83 H -0.206 -4.973 -4.152  0.00
84 H -4.291 -0.479 -0.868  0.00
85 H -0.396 3.950 4.086  0.00
86 H 2.601 -3.236 -5.896  0.00
87 H 6.585 3.458 -2.507  0.00
88 H 2.931 -4.075 -2.270  0.00
89 H 4.069 -2.848 0.908  0.00
90 H -2.864 0.569 0.650  -0.02
91 H -2.151 -0.042 3.658  0.00
92 H 2.049 7.854 3.245  0.00
93 H 3.877 -4.561 4.065  0.00
94 H 2.809 -4.939 0.513  0.00
95 H -3.082 -3.579 2.670  0.00
96 H -0.398 -0.584 -6.901  0.00
97 H 0.543 -5.025 -2.556  0.00
98 H -4.561 1.036 -1.738  0.00
99 H -0.127 1.121 -7.279  0.00
100 H 2.144 -4.858 4.190  0.00
101 H -3.006 2.468 -2.148  0.00
102 H 1.509 1.292 5.529  0.00
103 H 3.739 -1.873 2.338  0.00
104 H -2.849 -0.763 5.127  0.00
105 H -4.023 -2.507 3.725  0.00
106 H 5.620 1.312 -1.741  0.00
107 H -1.995 1.339 -4.121  0.00
108 H 0.433 -3.632 3.863  0.01
109 H 1.040 -3.122 -1.542  0.03
110 H 3.258 2.528 2.405  0.00
111 H 1.642 1.841 -4.933  0.00
112 H -2.292 0.117 -5.371  0.00
113 H -2.194 4.909 -0.705  0.00
114 H -1.091 -0.528 4.978  0.00
115 H 2.069 -5.810 1.864  0.00
116 H -3.019 0.155 -1.933  0.00
117 H 3.504 -5.010 -3.660  0.00
118 H 0.276 2.814 -5.524  0.00

Expectation value of S²: 0.782
Charge: -1
E_tot: -119997.002 eV
Spin multiplicity: 2
E_HOMO (spin up / spin down): -0.135 / -0.145 Eh
ΔE to the lowest compared entry with this formula, charge and spin: 10.7 kcal per mole
Frontier orbital gap (spin up / spin down): 6.0 / 5.5 eV

***

# 2
Computed, not measured: a cluster of 8 separate species, C45H61F24NO16PS in total, with ωB97M-V with the def2-TZVPD basis set.

Each line ends with the Mulliken charge.
Element x y z (Å)
1 S -6.780 5.187 -0.722  1.16
2 P -3.264 1.313 -0.366  -0.27
3 F 7.388 -2.089 -6.686  -0.27
4 F -9.128 4.287 0.048  -0.18
5 F 0.616 -1.224 -1.685  -0.28
6 F 8.008 -3.042 -4.845  -0.26
7 F 1.093 2.185 4.857  -0.23
8 F -13.291 -0.149 4.727  -0.23
9 F 10.389 -9.773 -11.143  -0.25
10 F 8.840 0.431 3.981  -0.23
11 F -14.099 0.118 2.739  -0.24
12 F 4.560 -7.906 3.702  -0.24
13 F 9.059 2.348 4.957  -0.24
14 F 1.363 3.414 6.613  -0.28
15 F 10.746 -10.791 -9.268  -0.24
16 F -8.359 3.292 -1.724  -0.26
17 F 0.653 0.048 0.064  -0.29
18 F 7.656 -4.235 -6.612  -0.22
19 F 0.984 4.334 4.692  -0.26
20 F -9.074 5.311 -1.833  -0.20
21 F 8.891 2.243 2.798  -0.26
22 F -13.992 1.801 4.102  -0.24
23 F 5.687 -6.442 2.587  -0.24
24 F 12.135 -9.285 -9.956  -0.24
25 F -0.579 -1.733 0.043  -0.29
26 F 3.866 -5.854 3.592  -0.26
27 O -1.165 4.168 6.609  -0.31
28 O 5.435 -2.470 -4.596  -0.33
29 O -1.578 2.486 5.166  -0.53
30 O 6.598 3.065 4.327  -0.33
31 O 10.374 -7.348 -9.592  -0.31
32 O 5.021 -4.138 -6.055  -0.52
33 O -7.008 6.360 0.060  -0.70
34 O 6.193 0.901 3.837  -0.51
35 O -10.960 0.857 3.812  -0.51
36 O 3.959 -6.786 0.544  -0.51
37 O 9.169 -8.801 -8.360  -0.51
38 O -6.162 5.388 -2.001  -0.59
39 O 2.567 -7.850 1.962  -0.34
40 O 2.379 -2.848 -0.433  -0.51
41 O -12.047 1.602 1.986  -0.34
42 O 1.907 -1.773 1.494  -0.35
43 N -6.202 1.709 -0.725  0.53
44 C -5.843 3.996 0.278  -0.32
45 C 4.461 -6.843 2.902  0.90
46 C -13.370 0.687 3.702  0.89
47 C 10.844 -9.623 -9.892  0.90
48 C 2.166 -9.430 0.149  -1.13
49 C 8.466 1.705 3.949  0.92
50 C -11.962 1.041 3.190  0.32
51 C -2.513 0.391 -1.778  -1.30
52 C 4.589 2.967 5.714  -0.74
53 C -4.019 2.821 -1.186  2.95
54 C 5.189 3.359 4.384  -0.29
55 C -5.331 2.298 -1.775  -3.02
56 C -0.991 6.346 0.646  -0.91
57 C 3.829 -3.564 -3.121  -0.93
58 C -2.258 2.385 2.056  -1.32
59 C 2.950 -2.489 2.198  -0.06
60 C 4.063 -2.486 -4.155  -0.25
61 C -2.282 7.483 -1.040  -0.79
62 C -1.855 1.759 0.697  0.29
63 C 0.676 3.288 5.475  1.23
64 C -1.727 5.143 -1.347  0.21
65 C 5.750 -3.347 -5.536  0.33
66 C -0.840 3.242 5.729  0.07
67 C -2.339 6.319 -1.806  -0.20
68 C -2.566 4.281 6.939  -0.18
69 C 6.933 1.819 4.038  0.34
70 C -1.046 5.182 -0.134  0.00
71 C -1.625 7.498 0.192  -0.48
72 C -10.803 2.020 1.416  -0.32
73 C 0.601 -1.226 -0.355  1.35
74 C 1.684 -8.194 0.875  -0.14
75 C -10.093 0.854 0.757  -0.54
76 C 3.647 -7.158 1.635  0.39
77 C -2.964 3.263 7.984  -1.12
78 C 1.762 -2.058 0.216  0.02
79 C 10.018 -8.548 -9.162  0.34
80 C 9.656 -6.234 -9.025  -0.28
81 C -6.493 2.630 0.431  -1.12
82 C -8.452 4.452 -1.073  0.66
83 C -3.284 3.435 -2.402  -1.69
84 C -1.845 3.895 -2.193  -1.18
85 C -4.375 3.948 -0.174  -1.28
86 C 10.225 -5.840 -7.681  -0.99
87 C 7.230 -3.179 -5.922  0.92
88 C 4.297 -1.838 1.982  -1.16
89 H 3.884 -1.501 -3.729  0.28
90 H 4.596 -1.889 0.935  0.27
91 H -2.691 5.292 7.320  0.33
92 H -5.821 0.828 -0.367  0.55
93 H 3.401 -2.601 -5.013  0.33
94 H 2.812 -3.511 -2.743  0.27
95 H 2.671 -2.452 3.248  0.31
96 H -3.148 0.507 -2.649  0.49
97 H -3.880 4.279 -2.750  0.70
98 H 9.725 -4.953 -7.307  0.24
99 H -3.777 3.937 0.730  0.22
100 H 9.767 -5.423 -9.741  0.36
101 H 8.595 -6.473 -8.957  0.33
102 H 2.957 -3.535 1.894  0.21
103 H -3.337 2.467 2.163  0.07
104 H -1.528 0.784 -2.016  0.27
105 H -4.001 3.414 8.279  0.38
106 H 4.518 -3.448 -2.285  0.28
107 H -7.096 1.485 -1.166  0.53
108 H 5.115 4.434 4.232  0.35
109 H 5.056 -2.338 2.582  0.43
110 H 1.448 -9.720 -0.617  0.38
111 H -5.084 1.488 -2.458  0.82
112 H -10.181 2.493 2.178  0.37
113 H -2.438 -0.649 -1.493  0.45
114 H -1.582 8.394 0.792  0.43
115 H -1.110 2.387 0.224  0.07
116 H 3.129 -9.252 -0.331  0.32
117 H -0.529 4.309 0.236  0.61
118 H -1.353 0.825 0.920  0.39
119 H 10.100 -6.641 -6.952  0.31
120 H 3.991 -4.554 -3.546  0.38
121 H 4.640 1.888 5.865  0.31
122 H 0.715 -8.374 1.337  0.33
123 H 11.292 -5.633 -7.764  0.34
124 H 4.675 2.872 3.556  0.31
125 H -9.184 1.198 0.257  -0.15
126 H -2.857 2.247 7.604  0.32
127 H 3.549 3.272 5.759  0.00
128 H -2.856 6.347 -2.754  0.47
129 H 5.130 3.437 6.535  0.35
130 H -0.463 6.311 1.585  0.55
131 H -2.330 3.355 8.866  0.31
132 H -3.167 4.189 6.035  0.27
133 H -5.850 3.048 -2.364  0.44
134 H -4.162 4.896 -0.656  -0.08
135 H -7.558 2.676 0.616  -0.15
136 H 4.267 -0.785 2.264  0.33
137 H -3.295 2.696 -3.203  0.56
138 H -9.820 0.095 1.491  0.34
139 H -2.745 8.396 -1.381  0.41
140 H -1.472 4.172 -3.180  0.49
141 H 2.292 -10.257 0.847  0.31
142 H -6.053 2.176 1.315  0.64
143 H -11.054 2.777 0.677  0.35
144 H -5.862 4.437 1.270  0.91
145 H -1.811 1.872 2.896  0.52
146 H 1.580 -7.345 0.200  0.24
147 H -1.889 3.410 2.080  0.17
148 H -10.740 0.380 0.019  0.38
149 H -1.187 3.102 -1.854  0.39

Charge: +1
E_tot: -167244.104 eV
E_HOMO: -0.427 Eh
Frontier orbital gap: 8.8 eV

***

# 3
Computed, not measured: a structure of composition C45H62AuBN5OP2, with ωB97M-V with the def2-TZVPD basis set.

Each line ends with the Mulliken charge.
Element x y z (Å)
1 Au 0.286 0.384 -0.199  1.15
2 P 0.434 -1.334 -1.920  0.04
3 P -0.206 2.684 0.356  -0.21
4 O 2.433 -5.353 3.326  -0.64
5 N 3.088 -3.206 2.849  -0.08
6 N 1.053 -3.641 3.892  -0.16
7 N -0.561 -1.085 1.771  1.21
8 N -1.229 0.461 -2.906  0.90
9 N -1.972 2.079 -1.481  0.75
10 C -2.063 -2.404 -1.567  -1.89
11 C 2.937 -2.398 -1.376  -2.23
12 C 2.817 -0.259 -2.660  -1.44
13 C -3.658 3.376 -4.549  -0.74
14 C 4.319 -3.409 2.179  -0.08
15 C -0.245 -3.631 -0.396  -1.76
16 C -2.388 1.356 -4.968  -0.72
17 C -0.386 -0.582 -3.414  -1.88
18 C 0.922 3.824 -0.625  2.40
19 C 7.406 0.857 2.160  -0.35
20 C -0.604 -2.874 -1.678  2.24
21 C -2.143 -1.945 3.314  -1.27
22 C 6.325 -2.377 1.330  -0.12
23 C 0.385 -1.848 2.319  -0.71
24 C 6.441 0.744 3.152  -0.99
25 C -1.171 -2.747 3.874  -0.75
26 C 2.387 3.679 -0.188  -2.03
27 C -1.907 2.956 -0.341  -1.33
28 C -0.369 3.154 2.146  2.40
29 C 4.739 -4.635 1.678  -0.61
30 C 4.717 0.561 1.474  -0.91
31 C 6.765 -3.593 0.816  0.16
32 C 2.182 -1.648 -2.470  2.50
33 C -2.044 1.340 -3.629  0.60
34 C 8.092 -3.710 0.116  -1.69
35 C -1.056 1.980 2.849  -1.94
36 C 2.283 -2.408 -3.798  -1.84
37 C -1.219 4.415 2.333  -1.71
38 C 5.118 -2.283 1.998  1.58
39 C -1.800 -1.133 2.243  -0.75
40 C 0.837 3.404 -2.103  -1.96
41 C -3.317 3.362 -3.200  -1.03
42 C 5.105 0.598 2.814  0.46
43 C 5.693 0.684 0.482  0.32
44 C 1.016 3.348 2.776  -1.98
45 C 0.129 -2.737 3.360  0.85
46 C -2.506 2.337 -2.748  0.30
47 C 2.231 -4.159 3.311  0.12
48 C 0.506 5.294 -0.509  -1.83
49 C 5.950 -4.705 1.001  -0.84
50 C 7.027 0.831 0.824  -1.03
51 C -0.474 -3.856 -2.851  -1.83
52 C 3.339 0.411 1.096  0.62
53 C -3.203 2.390 -5.418  -0.82
54 C 2.185 0.353 0.722  -0.77
55 B -1.172 0.908 -1.567  0.10
56 H 8.874 -4.017 0.813  0.35
57 H 6.269 -5.666 0.614  0.40
58 H -1.323 4.590 3.406  0.52
59 H -2.074 3.998 -0.615  0.33
60 H 8.448 0.970 2.427  0.40
61 H 2.792 0.329 -1.741  -0.01
62 H -2.476 -2.082 -2.523  0.33
63 H 7.774 0.924 0.047  0.42
64 H -2.644 2.690 0.421  0.39
65 H -3.157 -1.961 3.686  0.46
66 H 3.009 4.155 -0.950  0.57
67 H 1.100 2.354 -2.240  0.25
68 H 1.357 -1.764 1.856  0.05
69 H 2.943 -2.268 3.183  0.36
70 H 2.693 2.635 -0.102  0.30
71 H -0.494 -3.054 0.489  0.15
72 H -3.485 2.428 -6.461  0.41
73 H 0.456 -4.418 -2.796  0.37
74 H 1.560 4.003 -2.660  0.79
75 H -2.059 1.788 2.459  0.19
76 H -0.546 5.474 -0.726  0.26
77 H 3.864 -0.406 -2.938  0.66
78 H 2.838 -1.903 -0.409  0.08
79 H -3.683 4.128 -2.528  0.50
80 H -2.033 0.591 -5.647  0.50
81 H 6.730 0.770 4.195  0.42
82 H 1.454 4.305 2.499  0.30
83 H 1.707 2.548 2.498  0.28
84 H -2.539 -0.513 1.747  0.49
85 H 3.325 -2.362 -4.123  0.56
86 H 2.592 4.179 0.754  0.32
87 H -1.415 -3.407 4.698  0.40
88 H 1.681 -1.961 -4.591  0.25
89 H 6.930 -1.485 1.207  0.13
90 H 1.086 5.861 -1.241  0.49
91 H -0.766 5.303 1.901  0.29
92 H -2.663 -3.245 -1.213  0.68
93 H 4.780 -1.320 2.373  -0.54
94 H 4.352 0.520 3.589  0.45
95 H -0.464 1.069 2.765  0.30
96 H -0.837 -4.549 -0.371  0.63
97 H -0.145 3.583 -2.540  0.22
98 H -2.226 4.305 1.927  0.34
99 H 8.395 -2.757 -0.318  0.35
100 H 4.000 -2.413 -1.623  0.74
101 H 8.055 -4.452 -0.681  0.39
102 H -0.546 -3.394 -3.835  0.28
103 H 0.805 -3.916 -0.347  0.29
104 H 0.742 5.705 0.472  0.40
105 H 0.617 -4.373 4.436  0.30
106 H 4.137 -5.520 1.818  0.50
107 H -4.290 4.168 -4.927  0.42
108 H -1.291 -4.576 -2.771  0.54
109 H -0.952 -1.350 -3.944  0.71
110 H 0.907 3.340 3.863  0.55
111 H 2.020 -3.457 -3.708  0.36
112 H 2.612 -3.434 -1.287  0.29
113 H 5.394 0.661 -0.559  0.42
114 H 0.367 -0.191 -4.103  0.66
115 H -1.157 2.223 3.909  0.66
116 H -2.177 -1.591 -0.848  0.05
117 H 2.346 0.308 -3.465  0.33

Charge: +1
E_tot: -80113.708 eV
E_HOMO: -0.367 Eh
ΔE to the lowest compared entry with this formula, charge and spin: 0.0 kcal per mole
Frontier orbital gap: 7.8 eV